No. 1
A structure of composition C19H25N3O in a non-equilibrium geometry, computed with ωB97M-V with the def2-TZVPD basis set.

The calculation puts the total energy at -26608.751 eV. Its spin multiplicity is 1. As for the charge: 0. For the energy above the lowest of the compared OMol25 structures with the same formula, charge and spin, the calculation gives 445.81 kcal/mol. The max |F| comes out at 13.5 eV Å⁻¹.

Cartesian coordinates (Å):
O: 1.0582 1.5091 -2.3434
N: -1.5455 1.6344 -0.6302
N: 0.7680 -0.4260 -2.3442
N: 2.3565 1.0335 -2.6446
C: 3.4576 -1.3323 -5.2784
C: -1.1593 -0.0154 2.7684
C: 0.1114 -1.4745 3.9120
C: -1.1756 1.0446 -1.8707
C: -1.0839 3.0913 1.1436
C: -0.9466 2.2595 2.2170
C: 2.7090 -2.0194 -4.2508
C: 0.0558 -0.4806 3.0341
C: -0.7095 2.6337 -0.3379
C: -1.6247 0.8153 1.7290
C: -2.1015 -1.9087 4.5624
C: -0.7864 -2.1746 4.7032
C: -1.0179 0.4615 0.4536
C: -2.4185 -0.8182 3.6137
C: 0.0712 0.6576 -2.3308
C: 4.1498 -2.5941 -4.8932
C: 3.0601 -1.4104 -2.7340
C: -3.7331 -0.4408 3.3249
C: 1.9408 -0.1392 -2.5575
H: 4.1222 -0.3317 -5.0838
H: 4.0628 -0.9558 -2.6777
H: 2.7670 -2.1294 -1.9835
H: 0.3557 2.0184 2.2800
H: -1.2384 2.6872 3.2839
H: 3.7006 -3.2724 -5.5524
H: -4.5326 -1.0331 3.9778
H: -1.9664 0.2091 -2.1977
H: -2.2372 3.4072 1.0832
H: -0.8908 3.3420 -0.8940
H: -0.4899 4.3091 1.4898
H: 2.6975 -1.4753 -6.3193
H: -2.8189 -2.4127 4.8333
H: 1.1179 -0.0605 2.5713
H: 1.8042 -2.5981 -4.2609
H: 0.0518 0.3718 0.4017
H: 4.8454 -2.5904 -4.3069
H: -1.5312 1.8135 -2.5566
H: -4.0104 0.6856 3.5434
H: 1.3911 -1.7975 4.1163
H: 0.2352 2.5845 -0.2610
H: -0.5209 -2.8339 5.3305
H: -2.6581 0.9932 1.6136
H: -1.5573 -0.3456 0.0310
H: -4.1349 -0.4912 2.2919

Atomic partial charges in e from the Mulliken method, atoms 1 to 2: -0.19, -0.08

=====

No. 2
A structure of composition C32H38Li2O16S in a non-equilibrium geometry, computed with ωB97M-V with the def2-TZVPD basis set.

The calculation puts the total energy at -77798.705 eV. Its spin multiplicity is 1. As for the charge: 0. For the energy above the lowest of the compared OMol25 structures with the same formula, charge and spin, the calculation gives 15.03 kcal/mol. The max |F| comes out at 8.7 eV Å⁻¹.

Cartesian coordinates (Å):
S: 8.9745 35.7310 52.4866
O: 4.0915 30.3252 54.7833
O: 9.3141 35.6186 53.8446
O: 11.0575 36.6774 44.7116
O: 9.9728 36.5922 51.8461
O: 16.0146 33.5604 53.0536
O: 7.7487 42.5292 48.7536
O: 9.2764 37.0873 55.8852
O: 10.2803 39.0824 52.2913
O: 11.7801 35.6573 50.1370
O: 8.9165 34.4479 51.8599
O: 3.6186 37.3981 46.7698
O: 7.7142 38.5335 54.1376
O: 6.2458 34.4090 50.7187
O: 7.6093 34.3507 55.6368
O: 10.9648 34.0403 55.1131
O: 7.6467 36.3693 52.3612
C: 14.3364 32.8658 54.5647
C: 4.3856 36.5358 47.5687
C: 13.8828 34.6175 52.9717
C: 9.5915 39.8889 51.4816
C: 8.8055 39.3544 50.4329
C: 11.1770 36.4471 46.0921
C: 10.3807 38.0653 55.9541
C: 6.6866 33.3613 55.4302
C: 5.6730 31.8333 53.9213
C: 4.4785 34.4991 49.0520
C: 3.9036 35.2142 47.9178
C: 10.0760 36.4629 46.8950
C: 6.0876 32.8506 56.5387
C: 5.6153 36.9879 48.1015
C: 12.5775 34.8447 53.5840
C: 9.5438 41.2721 51.7180
C: 8.2736 41.6681 49.7291
C: 11.4975 35.9082 48.8095
C: 4.8541 31.3835 54.9616
C: 10.2265 36.2082 48.3037
C: 12.4493 36.2550 46.6501
C: 6.6004 32.8419 54.1523
C: 8.9751 42.1663 50.7602
C: 14.6940 33.6365 53.5243
C: 5.6693 35.0324 49.7133
C: 6.9500 39.3782 55.1223
C: 6.3058 36.1889 49.0438
C: 5.0577 31.8138 56.3426
C: 12.5683 35.9169 48.0227
C: 12.1538 33.9692 54.5199
C: 8.1298 40.2208 49.6004
C: 13.0733 33.0300 55.1198
Li: 9.3784 32.7318 51.3086
Li: 6.3854 37.5183 53.0915
H: 10.9733 35.9041 50.7161
H: 13.6111 35.5710 48.2616
H: 6.6299 35.1611 51.3119
H: 12.7189 32.4117 55.8741
H: 11.9733 35.5430 52.9638
H: 10.1394 34.5321 54.5812
H: 9.4140 36.6832 55.1087
H: 15.2715 31.9306 54.5234
H: 4.0967 33.4996 49.1435
H: 10.1197 39.0763 55.9989
H: 10.2836 37.0392 44.3228
H: 5.6970 31.4848 52.8582
H: 8.6817 43.2743 50.9516
H: 16.4104 32.5760 52.9102
H: 13.2192 36.0611 45.7882
H: 11.1593 37.8500 56.5200
H: 10.5301 38.1279 52.0873
H: 9.9860 41.6937 52.6123
H: 8.8215 38.2191 50.1678
H: 6.9992 40.5533 54.7547
H: 5.8134 39.3790 55.1042
H: 9.0613 36.5902 46.5546
H: 3.0110 34.6674 47.5338
H: 9.4434 36.2296 48.8845
H: 10.6775 37.8914 54.9012
H: 7.6342 39.9241 48.7754
H: 8.0436 34.6144 54.7541
H: 7.1313 36.5487 49.4390
H: 7.5254 39.3585 56.1062
H: 6.2905 33.4614 57.4398
H: 5.9814 37.8660 47.7758
H: 7.4489 43.3722 49.1638
H: 2.7801 37.0652 46.1728
H: 3.6425 30.2259 55.5564
H: 14.2288 35.1496 52.1145
H: 8.4602 38.4763 54.6035
H: 7.3726 33.1217 53.3649
H: 4.4766 31.6042 57.1036

Atomic partial charges in e from the Mulliken method, atoms 1 to 2: 0.29, -0.49

=====

HOMO-LUMO gap (eV)
8.5 6.2